{"formula": "CH4", "method": "the ωB97M-V functional and the def2-TZVPD basis", "symbols": ["C", "H", "H", "H", "H"], "coordinates": [[0.03861, 0.01078, -0.00930], [-0.83290, -0.26450, 0.74058], [-0.33609, 0.97962, -0.32343], [-0.18753, -0.74946, -0.69856], [1.12484, -0.03032, 0.33718]], "relative_energy_ev": 0.449, "homo_ev": -12.24, "total_charge": 0, "total_energy_ev": -1101.367, "smiles": "C", "gap_ev": 13.526}



{"formula": "C2H8N2O", "method": "the ωB97M-V functional and the def2-TZVPD basis", "symbols": ["C", "N", "C", "N", "H", "H", "H", "H", "H", "H", "H", "H", "O"], "coordinates": [[0.35078, 1.24992, 1.28701], [1.00406, -1.53831, -1.00750], [0.89434, -0.64628, 0.07438], [0.57410, 0.57244, -0.00071], [-0.13772, 0.61624, 2.03301], [-0.39441, 2.01613, 1.06109], [1.29129, 1.67908, 1.61694], [1.80939, -1.42389, -1.59405], [0.15264, -1.86864, -1.41615], [0.72316, -1.16526, 1.03078], [-1.46191, 0.42354, -0.79763], [-2.39333, 0.72290, 0.33993], [-2.32123, 0.14859, -0.43601]], "relative_energy_ev": 1.950, "homo_ev": -9.72, "total_charge": 0, "total_energy_ev": -7230.378, "smiles": "C/N=C/N.O", "gap_ev": 10.733}



{"formula": "C32H74O32S5", "method": "the ωB97M-V functional and the def2-TZVPD basis", "symbols": ["O", "C", "C", "O", "H", "H", "H", "H", "C", "O", "C", "O", "O", "C", "H", "H", "H", "H", "H", "H", "C", "O", "C", "O", "O", "C", "H", "H", "H", "H", "H", "H", "C", "O", "C", "O", "O", "C", "H", "H", "H", "H", "H", "H", "C", "O", "C", "O", "O", "C", "H", "H", "H", "H", "H", "H", "C", "O", "C", "O", "O", "C", "H", "H", "H", "H", "H", "H", "O", "S", "O", "O", "C", "C", "C", "H", "H", "H", "H", "H", "H", "H", "H", "O", "S", "O", "O", "C", "C", "C", "H", "H", "H", "H", "H", "H", "H", "H", "O", "S", "O", "O", "C", "C", "C", "H", "H", "H", "H", "H", "H", "H", "H", "O", "S", "O", "O", "C", "C", "C", "H", "H", "H", "H", "H", "H", "H", "H", "O", "S", "O", "O", "C", "C", "C", "H", "H", "H", "H", "H", "H", "H", "H"], "coordinates": [[0.51668, -0.58723, 2.34186], [-0.22346, -0.01595, 1.37012], [-0.17212, -1.01128, 0.25271], [1.18664, -1.46894, 0.13537], [0.18710, 1.02024, 1.05946], [-1.38302, 0.21160, 1.66535], [-0.42301, -0.53142, -0.73717], [-0.83524, -1.86509, 0.42005], [2.31934, 6.29020, 1.30201], [2.33201, 5.45790, 0.12436], [1.12733, 5.09468, -0.32540], [0.09255, 5.35601, 0.30878], [1.24522, 4.45617, -1.51318], [0.09265, 3.64231, -1.85754], [3.21526, 6.85927, 1.16055], [2.41022, 5.73590, 2.23034], [1.45621, 6.93970, 1.29843], [0.20743, 3.44149, -2.97055], [-0.82228, 4.23661, -1.84300], [0.04584, 2.83714, -1.22915], [7.35234, 0.99328, 1.90238], [7.89825, 0.70964, 0.55731], [7.04061, 0.07146, -0.29720], [5.90656, -0.10971, -0.03265], [7.73184, -0.13829, -1.40067], [7.00834, -0.79220, -2.41577], [6.68374, 0.16171, 2.20071], [6.65098, 1.85554, 1.87084], [8.13609, 1.08957, 2.60616], [7.69152, -0.71292, -3.28723], [6.00026, -0.30544, -2.55642], [6.97419, -1.81802, -2.20625], [-2.40966, 5.19700, -5.53308], [-2.31515, 3.92778, -6.19284], [-1.20718, 3.25859, -6.01138], [-0.23945, 3.72065, -5.43756], [-1.28399, 1.95211, -6.45199], [-0.44764, 1.07774, -5.71660], [-1.56311, 5.27452, -4.84890], [-3.41560, 5.24020, -4.98742], [-2.32590, 5.94439, -6.32172], [-0.66824, 1.20263, -4.62849], [0.59939, 1.22143, -5.82659], [-0.62118, 0.06672, -5.99290], [1.48783, -2.02932, 4.93633], [0.54667, -2.79291, 5.67802], [0.73259, -4.10184, 5.68117], [1.79383, -4.67813, 5.50856], [-0.33001, -4.71380, 6.21832], [-0.03276, -6.11417, 6.64831], [2.28452, -2.62870, 4.56174], [1.81284, -1.22642, 5.57722], [0.90427, -1.56466, 4.11577], [-1.03518, -6.54060, 6.75094], [0.41306, -5.97949, 7.66002], [0.63962, -6.59712, 5.95707], [2.17495, -8.47175, -1.90308], [1.77179, -7.45720, -0.94830], [2.51884, -6.32045, -0.98319], [3.59553, -6.21985, -1.49651], [1.83154, -5.51905, -0.26394], [2.24060, -4.11962, -0.42661], [3.18852, -8.65506, -1.88866], [1.97676, -8.08163, -2.90138], [1.58577, -9.39757, -1.72020], [1.33694, -3.48046, -0.22082], [2.61901, -3.88569, -1.41381], [3.08641, -3.91661, 0.26857], [-0.86303, -7.45830, 0.58802], [-2.04235, -6.70861, 0.43053], [-3.35810, -7.34483, 0.35061], [-2.06031, -5.73877, 1.66976], [-0.82929, -5.52735, 2.39371], [-0.93171, -4.11403, 2.97479], [-1.76875, -5.74018, -1.03887], [0.03611, -5.57609, 1.72613], [-0.83198, -6.31016, 3.16715], [-1.35061, -3.44309, 2.22445], [0.00304, -3.77377, 3.14310], [-1.48239, -4.14658, 3.91991], [-2.01625, -6.45492, -1.82632], [-0.70315, -5.50310, -1.10719], [-2.59269, -4.95390, -1.20134], [-4.67146, 8.25895, -7.08894], [-5.22942, 8.18588, -5.73717], [-6.01670, 6.97960, -5.54234], [-3.76321, 8.16610, -4.91507], [-3.73089, 7.83266, -3.53690], [-2.34064, 8.12444, -3.06799], [-5.99592, 9.50520, -5.19590], [-3.99084, 6.72891, -3.56571], [-4.53576, 8.36127, -2.99913], [-2.10676, 7.86646, -2.03670], [-2.23129, 9.28032, -3.10639], [-1.58088, 7.75792, -3.75612], [-6.91938, 9.45598, -4.55961], [1.38626, -1.35266, 1.12150], [-5.50776, 10.43571, -5.28367], [-0.81903, -3.12581, -2.27392], [-0.19347, -2.78599, -3.55289], [0.18628, -3.80750, -4.50460], [-1.18838, -1.85380, -4.42479], [-2.42115, -1.24239, -3.89423], [-3.35218, -1.19824, -5.06870], [1.12181, -1.67853, -3.27070], [-2.19498, -0.18301, -3.58748], [-2.69067, -1.86164, -3.09416], [-2.79615, -0.83365, -5.91105], [-4.13060, -0.42841, -4.97443], [-3.86865, -2.17576, -5.28696], [1.49203, -1.15819, -4.18656], [2.01732, -2.23816, -2.84386], [0.71273, -0.95026, -2.50683], [-5.40406, -0.14146, 4.89805], [-4.84695, 0.34941, 3.68693], [-5.32424, 1.64972, 3.23480], [-3.26910, 0.29165, 3.69424], [-2.39160, -0.75677, 4.22802], [-2.49016, -1.08922, 5.75677], [-5.09749, -0.85654, 2.39362], [-1.40126, -0.38159, 3.95424], [-2.64256, -1.57459, 3.58214], [-1.73766, -1.87504, 5.94890], [-3.50294, -1.29057, 6.07775], [-2.12127, -0.21657, 6.25455], [-6.18813, -1.09247, 2.34800], [-4.57571, -1.77058, 2.64170], [-4.77651, -0.36662, 1.44212], [2.18621, 3.64456, 2.92673], [3.16888, 2.58364, 2.87357], [4.55489, 2.97577, 2.88127], [2.89734, 1.52342, 4.00335], [1.55268, 1.46141, 4.54973], [1.23690, 2.65643, 5.35979], [2.90211, 1.53271, 1.51388], [1.62599, 0.59483, 5.26677], [0.83507, 1.22904, 3.69781], [0.93183, 3.57587, 4.83283], [2.10441, 2.95597, 5.93431], [0.50302, 2.45906, 6.11779], [2.02577, 0.83867, 1.66426], [3.79198, 0.94589, 1.27342], [2.70742, 2.17667, 0.61882]], "homo_ev": -2.25, "total_charge": -2, "total_energy_ev": -154075.165, "gap_ev": 5.294}



{"formula": "C28H38Cl48FIN2O3SSi2", "method": "the ωB97M-V functional and the def2-TZVPD basis", "symbols": ["C", "C", "C", "C", "C", "Si", "S", "O", "C", "C", "N", "C", "C", "C", "O", "O", "Si", "I", "C", "C", "C", "N", "C", "C", "C", "F", "H", "H", "H", "H", "H", "H", "H", "H", "H", "H", "H", "H", "H", "H", "H", "H", "H", "H", "H", "H", "H", "H", "H", "H", "H", "H", "H", "H", "H", "H", "H", "H", "H", "H", "H", "H", "H", "H", "C", "Cl", "Cl", "Cl", "Cl", "C", "Cl", "Cl", "Cl", "Cl", "C", "Cl", "Cl", "Cl", "Cl", "C", "Cl", "Cl", "Cl", "Cl", "C", "Cl", "Cl", "Cl", "Cl", "C", "Cl", "Cl", "Cl", "Cl", "C", "Cl", "Cl", "Cl", "Cl", "C", "Cl", "Cl", "Cl", "Cl", "C", "Cl", "Cl", "Cl", "Cl", "C", "Cl", "Cl", "Cl", "Cl", "C", "Cl", "Cl", "Cl", "Cl", "C", "Cl", "Cl", "Cl", "Cl"], "coordinates": [[0.38636, 0.47079, 2.33943], [-0.44560, -0.43165, 1.33369], [0.28561, -1.77776, 1.03453], [-0.09037, -2.47842, -0.31184], [0.69408, -3.86170, -0.34283], [0.22282, -1.49883, -1.90602], [1.35752, -2.76974, -3.18960], [-1.33614, -1.42121, -2.67088], [-2.23132, -0.63701, -1.89575], [-3.68929, -1.03206, -2.35021], [-4.45339, 0.11091, -2.86109], [-4.73795, 1.12140, -1.82818], [-5.46823, 0.57761, -0.54279], [-4.44555, 0.57301, 0.65725], [-6.61340, 1.33902, -0.16624], [0.68801, 0.11928, -1.72846], [2.30949, 0.60831, -1.65971], [3.60747, 0.36807, -3.79815], [2.17766, 2.53022, -1.51073], [1.64427, 3.14941, -2.85815], [2.69416, 4.00139, -3.64815], [4.11058, 3.74388, -3.27514], [3.30258, 0.09829, -0.12015], [4.23283, -1.14166, -0.22967], [4.26136, -2.02988, 1.07950], [3.99170, -1.97449, -1.31433], [-0.25710, 1.00470, 3.05954], [1.01457, 1.15331, 1.72950], [1.02920, -0.24018, 2.91130], [-1.37157, -0.70107, 1.89473], [-0.78451, 0.13782, 0.44922], [1.39333, -1.73239, 1.10481], [-0.02223, -2.48317, 1.84694], [-1.16584, -2.77129, -0.23523], [0.25647, -4.54429, -1.08752], [1.77640, -3.67201, -0.48253], [0.57740, -4.30004, 0.67549], [1.35238, -2.13651, -4.41015], [-2.18943, -0.84197, -0.80349], [-2.07198, 0.45760, -2.02074], [-3.58515, -1.74936, -3.19569], [-4.22077, -1.61229, -1.55040], [-5.31740, -0.19972, -3.29652], [-3.77953, 1.63180, -1.60764], [-5.39806, 1.88936, -2.28821], [-5.81270, -0.47247, -0.68913], [-5.00456, 0.78660, 1.58885], [-3.89356, -0.38554, 0.68226], [-3.70771, 1.39315, 0.53453], [-7.39231, 1.01044, -0.61818], [1.40945, 2.71019, -0.71366], [3.11859, 2.97664, -1.13689], [0.80435, 3.83046, -2.58900], [1.22009, 2.31183, -3.45432], [2.47471, 5.08975, -3.61383], [2.58629, 3.71663, -4.72263], [4.47518, 4.63559, -2.94142], [4.64235, 3.59137, -4.12851], [3.97106, 0.96344, 0.09933], [2.60670, 0.06207, 0.74909], [5.27617, -0.77464, -0.34298], [3.81471, -3.01468, 0.85234], [5.30207, -2.09630, 1.44612], [3.67958, -1.48572, 1.85697], [0.87702, -2.33921, -7.91191], [-0.16377, -3.37966, -6.92439], [2.07469, -3.33350, -8.75531], [-0.11089, -1.47137, -9.09976], [1.70545, -1.17033, -6.86513], [0.73525, -6.05660, -11.36015], [2.07990, -7.18243, -11.10318], [-0.59069, -6.89762, -12.18367], [0.17264, -5.44479, -9.79691], [1.28474, -4.69939, -12.35941], [-3.46724, -1.68080, 4.13205], [-5.21512, -1.70799, 4.41803], [-2.93169, -0.01018, 3.87711], [-2.62045, -2.35672, 5.53179], [-3.08883, -2.65141, 2.69614], [-5.43754, 5.08700, 0.51858], [-6.29528, 4.20253, 1.79168], [-4.79390, 6.59799, 1.18346], [-4.10511, 4.09370, -0.09632], [-6.55852, 5.45417, -0.80391], [-0.65924, -7.77188, -0.75046], [1.03305, -7.24211, -0.76106], [-1.68675, -6.48961, -0.08406], [-1.17288, -8.13613, -2.40656], [-0.81500, -9.22689, 0.24939], [4.64043, 3.70937, 2.98544], [3.66757, 2.75800, 4.11989], [5.33346, 5.11733, 3.80929], [5.94562, 2.69805, 2.33937], [3.61365, 4.26556, 1.65076], [8.45114, 3.40819, 6.17773], [9.05839, 4.38594, 4.83010], [6.69955, 3.21744, 5.99556], [9.28281, 1.83096, 6.18148], [8.79372, 4.23620, 7.70663], [2.14664, 1.49366, 7.97855], [0.62134, 1.90221, 8.78116], [3.33966, 2.76741, 8.28571], [2.75285, -0.04918, 8.60575], [1.87638, 1.35138, 6.23331], [6.34862, -1.55637, 4.92832], [7.13609, 0.01483, 5.15174], [7.02788, -2.36467, 3.50343], [6.61383, -2.56263, 6.36298], [4.61095, -1.30687, 4.69891], [-7.40938, 9.16914, 3.67210], [-9.02508, 9.74238, 3.22231], [-7.22699, 7.47474, 3.19132], [-6.18411, 10.14982, 2.84743], [-7.19837, 9.31326, 5.42605], [-8.22494, 0.41174, -4.32832], [-8.51104, -0.06214, -2.64149], [-7.32181, -0.87060, -5.15272], [-9.77931, 0.65694, -5.14064], [-7.29106, 1.91529, -4.37244], [2.16935, -4.42480, 5.29627], [2.26141, -6.06113, 5.97026], [3.21770, -4.31328, 3.86899], [0.49905, -4.06568, 4.82913], [2.69392, -3.25211, 6.51771]], "homo_ev": -8.53, "total_charge": 0, "total_energy_ev": -677261.011, "gap_ev": 8.466}



LUMO, record by record: 1.29; 1.02; 3.04; -0.06 eV